{"formula": "CH9N3O2", "method": "the ωB97M-V functional and the def2-TZVPD basis", "smiles": "N=C(N)N.O.O", "homo_ev": -9.270, "orbital_gap_ev": 9.9, "e_above_lowest_ev": 0.254, "elements": ["N", "C", "N", "N", "H", "H", "H", "H", "H", "H", "H", "O", "H", "H", "O"], "coordinates": [[-1.712, -0.245, 1.445], [-1.270, 0.139, 0.217], [-0.615, 1.338, 0.193], [-1.342, -0.542, -0.885], [-2.259, -1.066, 1.615], [-1.631, 0.429, 2.195], [-0.104, 1.608, 1.016], [-0.269, 1.522, -0.731], [-2.184, -1.098, -0.937], [2.513, 0.155, -0.551], [2.601, 1.649, -0.357], [2.813, 0.821, 0.093], [0.431, -1.225, -1.047], [1.665, -2.140, -0.907], [1.363, -1.345, -1.359]]}

***

{"formula": "C36H33I2N4O3PSTi", "method": "the ωB97M-V functional and the def2-TZVPD basis", "homo_ev": -12.804, "charge": 2, "orbital_gap_ev": 6.6, "e_above_lowest_ev": 0.687, "elements": ["Ti", "I", "C", "C", "C", "I", "C", "O", "C", "C", "N", "C", "C", "C", "C", "C", "C", "N", "C", "H", "H", "H", "H", "H", "H", "H", "H", "H", "H", "H", "O", "S", "O", "N", "C", "C", "C", "C", "C", "C", "C", "C", "N", "C", "C", "C", "C", "C", "C", "C", "H", "H", "H", "H", "H", "H", "H", "H", "H", "H", "H", "C", "P", "C", "C", "C", "C", "C", "C", "C", "H", "H", "H", "H", "H", "H", "H", "H", "H", "H", "H"], "coordinates": [[-0.128, -1.241, 0.101], [4.708, -0.817, 5.690], [3.719, -0.856, 3.872], [4.015, -1.850, 2.946], [3.341, -1.898, 1.730], [3.909, -3.271, 0.278], [2.367, -0.954, 1.481], [1.602, -0.985, 0.329], [2.112, 0.080, 2.360], [1.172, 1.156, 1.900], [-0.165, 0.628, 1.493], [-1.006, 0.347, 2.671], [-2.237, -0.397, 2.255], [-3.359, -0.430, 3.061], [-4.433, -1.221, 2.696], [-4.354, -1.955, 1.524], [-3.214, -1.848, 0.761], [-2.167, -1.077, 1.102], [2.782, 0.126, 3.572], [4.779, -2.585, 3.163], [1.587, 1.650, 1.021], [1.045, 1.914, 2.675], [-0.634, 1.369, 0.977], [-1.276, 1.270, 3.188], [-0.425, -0.264, 3.365], [-3.375, 0.152, 3.973], [-5.316, -1.269, 3.320], [-5.157, -2.604, 1.200], [-3.113, -2.409, -0.154], [2.592, 0.934, 4.268], [0.802, -4.703, 1.108], [-0.279, -3.786, 1.028], [-0.132, -2.509, 1.795], [-0.544, -3.124, -0.432], [0.078, -3.699, -1.596], [0.160, -5.020, -1.910], [0.864, -5.433, -3.070], [1.496, -4.526, -3.866], [1.461, -3.149, -3.528], [2.190, -2.153, -4.212], [2.205, -0.873, -3.731], [1.456, -0.570, -2.586], [0.707, -1.455, -1.964], [0.735, -2.754, -2.400], [-1.736, -4.576, 1.544], [-2.652, -5.053, 0.614], [-3.760, -5.748, 1.077], [-3.936, -5.946, 2.440], [-3.006, -5.466, 3.356], [-1.887, -4.781, 2.914], [-0.300, -5.768, -1.275], [0.908, -6.487, -3.306], [2.050, -4.844, -4.741], [2.764, -2.418, -5.091], [2.789, -0.096, -4.203], [1.483, 0.427, -2.166], [-2.508, -4.891, -0.447], [-4.482, -6.140, 0.373], [-4.802, -6.490, 2.794], [-3.146, -5.637, 4.415], [-1.150, -4.417, 3.619], [-2.515, -0.947, -2.598], [-1.644, 0.234, -1.524], [-0.992, 1.416, -2.753], [-2.914, 1.247, -0.721], [-4.245, 0.856, -0.624], [-5.168, 1.667, 0.026], [-4.770, 2.873, 0.583], [-3.446, 3.284, 0.476], [-2.527, 2.475, -0.175], [-3.263, -0.410, -3.184], [-2.999, -1.751, -2.051], [-1.787, -1.389, -3.278], [-1.858, 1.881, -3.224], [-0.403, 0.913, -3.515], [-0.387, 2.195, -2.292], [-4.581, -0.078, -1.057], [-6.203, 1.358, 0.087], [-5.494, 3.505, 1.081], [-3.138, 4.239, 0.880], [-1.511, 2.842, -0.297]]}

***

{"formula": "C4H5O4Y", "method": "the ωB97M-V functional and the def2-TZVPD basis", "homo_ev": -17.641, "charge": 2, "orbital_gap_ev": 7.4, "elements": ["O", "C", "O", "O", "C", "C", "O", "C", "Y", "H", "H", "H", "H", "H"], "coordinates": [[-1.602, -0.115, -0.240], [-1.098, -1.676, -0.696], [-1.663, -2.621, -0.272], [1.737, 0.220, 1.151], [1.384, 1.318, 1.556], [0.322, 2.101, 0.855], [0.029, 1.492, -0.381], [-1.346, 1.159, -0.688], [1.011, -0.592, -0.693], [1.756, 1.707, 2.518], [0.670, 3.138, 0.716], [-0.551, 2.144, 1.528], [-1.475, 1.309, -1.769], [-1.986, 1.847, -0.117]]}

***

{"formula": "C16H14N4O3", "method": "the ωB97M-V functional and the def2-TZVPD basis", "smiles": "COC(=O)c1ccc(COc2ccc(-c3nn[nH]n3)cc2)cc1", "homo_ev": -8.525, "orbital_gap_ev": 9.0, "e_above_lowest_ev": 3.389, "elements": ["C", "H", "H", "H", "O", "C", "O", "C", "C", "C", "C", "C", "C", "H", "H", "C", "O", "C", "C", "C", "C", "C", "C", "H", "H", "C", "N", "N", "N", "N", "H", "H", "H", "H", "H", "H", "H"], "coordinates": [[1.781, 5.527, -5.035], [1.190, 5.329, -5.926], [1.514, 6.493, -4.603], [2.846, 5.534, -5.275], [1.487, 4.480, -4.123], [2.126, 4.540, -2.943], [2.903, 5.419, -2.661], [1.770, 3.417, -2.044], [0.868, 2.425, -2.418], [0.570, 1.397, -1.545], [1.159, 1.346, -0.288], [2.059, 2.340, 0.086], [2.364, 3.366, -0.785], [3.060, 4.143, -0.509], [2.519, 2.306, 1.062], [0.861, 0.221, 0.668], [-0.336, -0.423, 0.293], [-0.772, -1.480, 1.024], [-0.124, -2.007, 2.138], [-0.665, -3.091, 2.802], [-1.857, -3.665, 2.370], [-2.507, -3.136, 1.254], [-1.970, -2.058, 0.591], [-2.459, -1.634, -0.272], [-3.431, -3.583, 0.923], [-2.409, -4.797, 3.076], [-3.538, -5.428, 2.759], [-3.604, -6.366, 3.682], [-2.595, -6.335, 4.523], [-1.839, -5.369, 4.167], [-4.358, -7.036, 3.729], [-0.169, -3.506, 3.666], [0.801, -1.584, 2.497], [0.777, 0.620, 1.689], [1.699, -0.494, 0.647], [-0.128, 0.626, -1.828], [0.408, 2.464, -3.393]]}